C2H6IO2 | wB97M-V/def2-TZVPD

Last column: Löwdin charge in e.
CARTESIAN COORDINATES (ANGSTROEM)
I (-21.4775, 8.4010, -23.1683)  -0.99
C (-19.3894, 10.5855, -29.4212)  -0.24
C (-19.5809, 9.0938, -29.6774)  -0.17
O (-20.8254, 8.6212, -28.9505)  -0.10
O (-18.8004, 10.9023, -28.1476)  -0.07
H (-20.2852, 11.2037, -29.4801)  0.11
H (-18.7821, 11.0662, -30.1880)  0.11
H (-18.7653, 8.3753, -29.5956)  0.12
H (-19.9654, 8.9604, -30.6886)  0.10
H (-20.6358, 8.2955, -28.0675)  0.07
H (-19.0148, 10.1824, -27.5498)  0.08

total charge = -1
max |F| = 3.33 eV/A
ΔE to the lowest compared entry with this formula, charge and spin = 25.4 kcal per mole
HOMO-LUMO gap = 0.2308 Ha

***

C40H40BrKN8O3 | wB97M-V/def2-TZVPD

Last column: Löwdin charge in e.
CARTESIAN COORDINATES (ANGSTROEM)
K (0.0691, 0.4973, -0.2805)  0.70
C (-1.8899, -1.9487, -3.4217)  -0.15
N (-1.4883, -0.5507, -3.3533)  -0.03
C (-0.4398, -0.2099, -4.3021)  -0.16
C (0.2548, 1.0600, -3.9313)  -0.33
N (0.6304, 1.3958, -2.7323)  0.10
C (1.2978, 2.6014, -2.8662)  -0.22
C (1.8915, 3.4101, -1.9008)  0.01
C (2.5046, 4.5710, -2.3315)  -0.08
C (2.5333, 4.9302, -3.6859)  -0.09
C (1.9402, 4.1428, -4.6560)  -0.03
C (1.3186, 2.9809, -4.2197)  -0.20
N (0.6477, 1.9690, -4.8762)  0.17
C (-2.2681, -2.4442, -2.0654)  -0.31
N (-1.6239, -2.1280, -0.9817)  0.15
C (-2.2206, -2.8476, 0.0362)  -0.22
C (-1.9131, -2.9007, 1.3923)  -0.01
C (-2.6644, -3.7461, 2.1854)  -0.09
C (-3.7024, -4.5224, 1.6535)  -0.10
C (-4.0230, -4.4803, 0.3089)  -0.03
C (-3.2650, -3.6313, -0.4868)  -0.19
N (-3.2723, -3.3451, -1.8388)  0.16
H (-1.0650, -2.5862, -3.7800)  0.12
H (-2.7211, -2.0679, -4.1237)  0.12
H (-1.1602, -0.3685, -2.4109)  0.04
H (-0.8732, -0.1124, -5.3025)  0.12
H (0.3341, -0.9955, -4.3561)  0.10
H (1.8569, 3.1314, -0.8531)  0.11
H (2.9780, 5.2252, -1.6109)  0.10
H (3.0326, 5.8435, -3.9819)  0.10
H (1.9605, 4.4226, -5.7018)  0.11
H (0.4578, 1.9179, -5.8607)  0.16
H (-1.1170, -2.2892, 1.7975)  0.11
H (-2.4523, -3.8153, 3.2446)  0.10
H (-4.2678, -5.1718, 2.3091)  0.10
H (-4.8262, -5.0796, -0.1014)  0.11
H (-3.9007, -3.7224, -2.5244)  0.16
O (-0.9321, 2.0791, 3.0512)  -0.03
C (-0.0691, 1.9225, 4.0725)  -0.27
C (-0.4476, 2.1882, 5.3885)  -0.02
C (0.4791, 2.0929, 6.4133)  -0.10
C (1.7963, 1.7410, 6.1429)  -0.11
C (2.1719, 1.4727, 4.8343)  -0.05
C (1.2514, 1.5389, 3.8005)  -0.11
C (1.5946, 1.2145, 2.3595)  -0.40
O (0.7426, 1.7527, 1.4574)  -0.32
N (1.5879, -0.2908, 2.2806)  0.02
N (1.8016, -0.8798, 1.1234)  -0.06
C (2.1336, -2.1162, 1.0597)  -0.21
C (2.2827, -2.8270, -0.1895)  -0.61
Br (1.5851, -1.9686, -1.7466)  0.83
C (2.8107, -4.0475, -0.3387)  -0.12
C (3.5146, -4.7837, 0.7247)  -0.23
C (4.4570, -4.1400, 1.5317)  -0.05
C (5.1515, -4.8387, 2.5055)  -0.08
C (4.9175, -6.1938, 2.6905)  -0.09
C (3.9948, -6.8474, 1.8862)  -0.09
C (3.3050, -6.1511, 0.9071)  -0.04
H (-0.2469, 2.1281, 2.2066)  0.00
H (-1.4711, 2.4856, 5.5815)  0.11
H (0.1775, 2.3182, 7.4287)  0.10
H (2.5225, 1.6809, 6.9433)  0.09
H (3.1981, 1.1959, 4.6106)  0.11
H (2.6415, 1.5177, 2.1626)  0.15
H (1.8499, -0.7801, 3.1321)  0.14
H (2.2864, -2.7080, 1.9659)  0.13
H (2.7419, -4.5340, -1.3040)  0.10
H (4.6530, -3.0874, 1.3703)  0.12
H (5.8882, -4.3262, 3.1110)  0.10
H (5.4550, -6.7390, 3.4555)  0.10
H (3.8142, -7.9063, 2.0211)  0.10
H (2.5851, -6.6646, 0.2808)  0.11
O (-1.9328, 0.3572, 0.9891)  -0.22
C (-3.0823, 0.8862, 0.3387)  -0.26
C (-3.3819, 2.3221, 0.7630)  -0.15
C (-2.2371, 3.3098, 0.4621)  -0.12
C (-2.2031, 3.7714, -0.9688)  -0.26
C (-2.2300, 5.1306, -1.2844)  -0.02
C (-2.1927, 5.5201, -2.6111)  -0.07
C (-2.1614, 4.5457, -3.5981)  -0.07
C (-2.1657, 3.2215, -3.1963)  -0.14
N (-2.1650, 2.8401, -1.9230)  0.13
H (-1.9069, 0.7113, 1.8939)  0.08
H (-3.9580, 0.2596, 0.5533)  0.12
H (-2.8924, 0.8496, -0.7326)  0.09
H (-3.5647, 2.3279, 1.8415)  0.11
H (-4.2989, 2.6541, 0.2691)  0.12
H (-1.2924, 2.8239, 0.7147)  0.09
H (-2.3262, 4.1812, 1.1106)  0.12
H (-2.2724, 5.8663, -0.4920)  0.11
H (-2.2019, 6.5696, -2.8778)  0.11
H (-2.1360, 4.8098, -4.6468)  0.10
H (-2.1762, 2.4079, -3.9155)  0.10

total charge = 0
max |F| = 2.03 eV/A
ΔE to the lowest compared entry with this formula, charge and spin = 17.0 kcal per mole
HOMO-LUMO gap = 0.2804 Ha

***

C36H88Be2N8Na3O20 | wB97M-V/def2-TZVPD

Last column: Löwdin charge in e.
CARTESIAN COORDINATES (ANGSTROEM)
Be (-5.3648, -0.3070, -2.4501)  1.12
Be (-2.8062, -1.7049, 0.5446)  1.02
Na (-0.6850, 1.8939, 1.7983)  0.36
Na (-1.1966, -1.7479, -3.2614)  0.38
Na (-1.8851, 1.3615, -2.0299)  0.35
C (-5.0870, -2.8141, -0.9344)  -1.16
O (-4.0428, -2.6219, -1.5560)  -0.10
O (-6.1217, -2.4235, -1.3673)  0.01
O (-5.0104, -3.0470, 0.2758)  -0.04
C (-4.5783, 0.6479, 0.3204)  -1.08
O (-4.3807, 0.1936, 1.4392)  -0.04
O (-3.7226, 0.5321, -0.5504)  -0.07
O (-5.7351, 0.7141, -0.1433)  -0.05
C (-3.3925, 0.7490, -4.6414)  -1.07
O (-2.8443, 0.9713, -5.7252)  -0.04
O (-4.4910, 1.2311, -4.3573)  -0.09
O (-2.9770, -0.0855, -3.7754)  -0.13
C (-0.3617, -0.2441, -0.0745)  -1.02
O (-0.7616, -0.9989, -0.9785)  -0.05
O (-0.1533, 0.9182, -0.3870)  -0.05
O (-0.7627, -0.4723, 1.1018)  -0.08
C (-1.1385, -3.5599, 4.6893)  -0.09
C (-1.3464, -3.0888, 3.3538)  -0.44
C (-0.8355, -4.0876, 2.3080)  -0.16
O (-1.1388, -3.6162, 0.9398)  -0.22
C (-0.6524, -4.6308, 0.0656)  -0.08
N (-2.8260, -2.8714, 3.1084)  0.10
H (-0.1217, -3.9343, 4.8082)  0.09
H (-1.7903, -4.3574, 5.0461)  0.09
H (-1.3501, -2.6596, 5.2662)  0.09
H (-0.7672, -2.2115, 3.0657)  0.12
H (-1.2886, -5.0624, 2.4888)  0.12
H (0.2421, -4.2449, 2.2621)  0.10
H (-1.2159, -4.4438, -0.8485)  0.08
H (-1.0828, -5.5818, 0.3793)  0.09
H (0.4266, -4.6840, -0.0800)  0.09
H (-3.2729, -3.7754, 3.1656)  0.09
H (-3.2028, -2.3300, 3.8733)  0.08
C (0.2912, 0.3697, 5.2906)  -0.07
C (1.4211, 1.1826, 4.8563)  -0.43
C (2.8176, 0.6564, 5.3461)  -0.19
O (3.1065, 1.0379, 6.6665)  -0.21
C (4.2690, 0.3705, 7.2357)  -0.07
N (1.3035, 1.2760, 3.4254)  0.07
H (0.4086, -0.0347, 6.2960)  0.09
H (0.0671, -0.4205, 4.5740)  0.08
H (-0.6404, 0.9063, 5.4701)  0.08
H (1.2726, 2.1687, 5.2963)  0.14
H (3.6301, 1.1123, 4.7804)  0.12
H (2.7020, -0.4266, 5.3016)  0.12
H (5.0602, 0.4949, 6.4963)  0.08
H (4.0437, -0.6730, 7.4557)  0.08
H (4.5416, 0.8865, 8.1563)  0.08
H (2.1757, 1.5572, 3.0007)  0.07
H (1.2353, 0.3961, 2.9343)  0.04
C (2.5587, -3.0228, 1.6558)  -0.05
C (3.1821, -1.7421, 2.2750)  -0.37
C (4.7605, -1.8175, 2.3641)  -0.15
O (5.2590, -3.0200, 2.9800)  -0.18
C (6.4222, -2.9900, 3.7134)  -0.15
N (2.9536, -0.6123, 1.3357)  0.06
H (1.5140, -2.8111, 1.4280)  0.06
H (2.7003, -3.8801, 2.3139)  0.08
H (3.0395, -3.3498, 0.7339)  0.07
H (2.6886, -1.6699, 3.2442)  0.12
H (5.0402, -0.9437, 2.9525)  0.10
H (5.2586, -1.5952, 1.4204)  0.12
H (6.7110, -2.0499, 4.1834)  0.08
H (7.2514, -3.1781, 3.0315)  0.08
H (6.4027, -3.6522, 4.5790)  0.08
H (1.9573, -0.7461, 1.4341)  0.03
H (3.1481, -1.0074, 0.4267)  0.00
C (-2.3787, 4.2445, 1.4383)  -0.05
C (-2.9149, 3.9312, 2.7622)  -0.49
C (-4.4079, 4.1835, 2.8870)  -0.17
O (-4.9383, 5.4565, 2.5111)  -0.18
C (-4.7637, 6.5274, 3.3973)  -0.12
N (-2.7486, 2.5890, 3.0059)  0.05
H (-2.7168, 5.2565, 1.2153)  0.09
H (-2.4787, 3.5653, 0.5917)  0.09
H (-1.2944, 4.1335, 1.4302)  0.07
H (-2.3843, 4.4811, 3.5395)  0.15
H (-4.6876, 3.8490, 3.8860)  0.13
H (-4.9093, 3.5315, 2.1718)  0.14
H (-4.9868, 6.1582, 4.3983)  0.08
H (-5.4612, 7.3391, 3.1903)  0.09
H (-3.7205, 6.8377, 3.4570)  0.08
H (-3.4043, 1.9613, 2.5631)  0.07
H (-3.0127, 2.4374, 3.9689)  0.09
C (1.4098, 5.6821, 0.1180)  -0.05
C (1.4661, 4.2868, -0.4640)  -0.41
C (2.7545, 4.0506, -1.2195)  -0.23
O (3.8731, 3.7945, -0.4358)  -0.20
C (5.0972, 4.3219, -0.8954)  -0.09
N (1.4485, 3.3072, 0.6144)  0.08
H (0.4332, 5.9636, 0.5119)  0.06
H (1.4834, 6.4275, -0.6740)  0.08
H (2.0081, 5.7113, 1.0286)  0.09
H (0.6579, 4.0454, -1.1545)  0.12
H (2.8922, 4.9389, -1.8359)  0.12
H (2.6810, 3.1524, -1.8327)  0.11
H (4.9528, 5.3494, -1.2292)  0.09
H (5.4582, 3.5828, -1.6106)  0.09
H (5.8480, 4.3264, -0.1052)  0.08
H (1.2604, 2.3930, 0.2284)  0.04
H (2.4291, 3.3285, 0.8552)  0.06
C (2.6289, -3.4913, -2.5225)  -0.05
C (3.1610, -2.0209, -2.6194)  -0.37
C (2.5970, -1.3408, -3.9358)  -0.13
O (1.1352, -1.2828, -4.0243)  -0.22
C (0.5407, -0.5386, -5.0949)  -0.07
N (2.9359, -1.4274, -1.3201)  0.06
H (2.9113, -4.1113, -3.3734)  0.07
H (1.5424, -3.5478, -2.4554)  0.07
H (3.0474, -4.0575, -1.6903)  0.07
H (4.2206, -2.1539, -2.8376)  0.13
H (2.9531, -1.7048, -4.8995)  0.12
H (3.0962, -0.3723, -3.9673)  0.11
H (1.2484, 0.1993, -5.4728)  0.09
H (-0.3984, -0.0589, -4.8193)  0.08
H (0.3855, -1.2468, -5.9089)  0.09
H (2.6967, -0.4686, -1.5290)  0.09
H (2.0701, -1.8774, -1.0592)  0.07
C (-2.0292, -6.2894, -3.5772)  -0.05
C (-1.4712, -4.8545, -3.6695)  -0.38
C (-0.5561, -4.8690, -4.9086)  -0.19
O (0.6145, -5.6995, -4.9041)  -0.20
C (1.3517, -5.8998, -6.1028)  -0.10
N (-2.4018, -3.7120, -3.8378)  0.07
H (-1.2303, -7.0165, -3.4321)  0.08
H (-2.7047, -6.5776, -4.3827)  0.08
H (-2.7470, -6.3158, -2.7574)  0.07
H (-0.8553, -4.6002, -2.8070)  0.11
H (-0.1783, -3.8597, -5.0724)  0.11
H (-1.0051, -5.0502, -5.8851)  0.12
H (2.1464, -5.1698, -6.2564)  0.08
H (0.7102, -5.8729, -6.9837)  0.08
H (1.8468, -6.8679, -6.0265)  0.08
H (-2.9327, -3.5125, -3.0021)  0.04
H (-3.0983, -3.9560, -4.5272)  0.10
C (-2.1772, 5.2159, -1.7595)  -0.03
C (-2.7575, 4.4315, -2.9735)  -0.41
C (-1.5667, 3.9942, -3.9044)  -0.13
O (-0.6693, 3.2323, -3.0642)  -0.21
C (0.4889, 3.0610, -3.7585)  -0.14
N (-3.4208, 3.2422, -2.6343)  0.08
H (-1.4734, 6.0192, -1.9771)  0.08
H (-1.6262, 4.4738, -1.1818)  0.05
H (-2.9892, 5.6261, -1.1591)  0.07
H (-3.3678, 5.0976, -3.5836)  0.13
H (-0.9927, 4.8210, -4.3227)  0.11
H (-1.8994, 3.4582, -4.7933)  0.13
H (1.3263, 2.5491, -3.2845)  0.08
H (0.8911, 4.0169, -4.0942)  0.10
H (0.2392, 2.4013, -4.5895)  0.09
H (-4.0716, 3.6749, -1.9945)  0.10
H (-3.9417, 2.7869, -3.3702)  0.06

total charge = -1
max |F| = 9.62 eV/A
HOMO-LUMO gap = 0.2128 Ha

***

C24H25NO7 | wB97M-V/def2-TZVPD

Last column: Löwdin charge in e.
CARTESIAN COORDINATES (ANGSTROEM)
O (3.8936, -2.4175, 3.6680)  0.09
N (3.3159, -1.5886, 4.2394)  -0.01
O (3.2325, -0.3944, 3.4587)  -0.12
C (1.8535, -0.0176, 3.4392)  -0.15
C (1.4956, 0.8747, 2.2686)  -0.11
C (0.6293, 1.9204, 2.4886)  0.03
C (0.2181, 2.7610, 1.4783)  -0.18
C (-0.7741, 3.8560, 1.8113)  -0.10
O (-2.0427, 3.3008, 2.2562)  -0.05
C (-2.4301, 2.1834, 1.5595)  -0.32
C (-2.6693, 2.1852, 0.1988)  -0.02
C (-3.0222, 1.0576, -0.4920)  -0.08
C (-3.1515, -0.1456, 0.1751)  -0.09
C (-2.9516, -0.1504, 1.5370)  -0.09
C (-2.5955, 0.9907, 2.2186)  -0.03
C (0.7052, 2.5960, 0.2026)  0.05
C (1.5714, 1.5527, -0.0294)  -0.07
C (1.9738, 0.6806, 0.9761)  -0.03
C (2.8818, -0.4475, 0.5714)  -0.29
O (2.8934, -1.5538, 1.0733)  0.10
C (3.8041, -0.1556, -0.5910)  0.03
C (3.4156, 0.6699, -1.5508)  0.02
C (2.0748, 1.3408, -1.4491)  -0.31
O (1.4347, 1.7181, -2.4121)  0.11
H (1.1606, -0.8689, 3.4563)  0.14
H (1.6556, 0.5630, 4.3538)  0.13
H (0.2315, 2.0959, 3.4873)  0.14
H (-0.4167, 4.4585, 2.6502)  0.13
H (-0.9878, 4.5043, 0.9531)  0.12
H (-2.5679, 3.1383, -0.3199)  0.13
H (-3.1977, 1.1366, -1.5583)  0.09
H (-3.4100, -1.0367, -0.3878)  0.10
H (-3.0847, -1.0914, 2.0663)  0.11
H (-2.4560, 0.9017, 3.2935)  0.12
H (0.4378, 3.2455, -0.6253)  0.14
H (4.7861, -0.6197, -0.6498)  0.12
H (4.0219, 0.9085, -2.4219)  0.12
C (4.3020, -5.8276, -0.7146)  -0.02
C (5.3675, -4.7751, -0.9029)  -0.51
C (5.5595, -3.7876, 0.2198)  -0.02
O (6.0356, -4.7272, -1.9102)  0.06
H (4.2696, -6.4691, -1.5932)  0.08
H (4.5315, -6.4387, 0.1598)  0.08
H (3.3277, -5.3529, -0.5877)  0.08
H (5.8434, -4.3110, 1.1342)  0.09
H (4.6377, -3.2258, 0.3826)  0.06
H (6.3531, -3.0909, -0.0465)  0.08
C (-6.3101, 1.7254, -4.8166)  -0.02
C (-5.7988, 1.3329, -3.4524)  -0.50
C (-6.3440, 0.0600, -2.8519)  -0.02
O (-4.9869, 2.0083, -2.8636)  0.06
H (-5.8369, 2.6553, -5.1252)  0.08
H (-6.0678, 0.9485, -5.5435)  0.09
H (-7.3905, 1.8743, -4.7816)  0.09
H (-6.1032, -0.7887, -3.4944)  0.09
H (-7.4257, 0.1373, -2.7322)  0.09
H (-5.8928, -0.0995, -1.8739)  0.07

total charge = 0
max |F| = 1.71 eV/A
ΔE to the lowest compared entry with this formula, charge and spin = 116.0 kcal per mole
HOMO-LUMO gap = 0.2923 Ha

***

Among the records above, which one has the highest HOMO-LUMO gap? C24H25NO7

***

max |F| of number 2 (C40H40BrKN8O3)? 2.03 eV/A